{"formula": "C5H9NO", "method": "ωB97M-V with the def2-TZVPD basis set", "elements": ["O", "N", "C", "C", "C", "C", "C", "H", "H", "H", "H", "H", "H", "H", "H", "H"], "coordinates": [[1.044, -1.267, -0.510], [-0.044, 0.335, 1.604], [-1.150, 0.653, 0.698], [2.219, -0.472, -0.622], [0.252, 0.945, 0.313], [0.890, 0.123, -0.771], [-1.941, -0.416, -0.026], [0.610, 1.974, 0.365], [-2.825, -0.711, 0.551], [-2.286, -0.037, -0.996], [-1.749, 1.492, 1.050], [2.772, -0.325, 0.306], [0.546, 0.343, -1.784], [0.177, -0.660, 1.543], [-1.338, -1.309, -0.214], [2.822, -0.667, -1.508]], "smiles": "C[C@H]1N[C@H]1[C@H]1CO1", "e_homo_ev": -9.3, "homo_lumo_gap_ev": 10.4}

=====

{"formula": "C4H6N2O2", "method": "ωB97M-V with the def2-TZVPD basis set", "elements": ["O", "O", "N", "N", "C", "C", "C", "C", "H", "H", "H", "H", "H", "H"], "coordinates": [[0.552, -0.464, 1.407], [0.253, -1.744, -0.536], [-1.918, -1.551, -1.469], [1.530, 2.956, 1.035], [-0.768, 0.371, -0.194], [-0.733, -1.015, -0.889], [0.719, 0.521, 0.241], [1.043, 1.918, 0.603], [-1.139, 1.357, -0.626], [-2.240, -2.567, -1.374], [1.738, 0.201, -0.298], [-2.605, -0.813, -1.870], [0.322, -1.363, 0.857], [-1.373, 0.241, 0.817]], "smiles": "N#C[C@@H](O)CC(N)=O", "e_homo_ev": -10.0, "homo_lumo_gap_ev": 10.0}

=====

{"formula": "C3H4CsO4", "method": "ωB97M-V with the def2-TZVPD basis set", "elements": ["Cs", "O", "O", "O", "O", "C", "C", "C", "H", "H", "H", "H"], "coordinates": [[-2.890, -1.293, 0.724], [-7.161, 0.643, -0.160], [-0.473, 1.010, 0.337], [0.984, -0.611, 0.226], [1.708, 1.488, -0.036], [3.153, -0.227, -0.574], [0.749, 0.765, 0.274], [2.335, -1.050, 0.159], [4.148, 0.012, -0.177], [2.649, -1.361, 1.163], [2.906, -0.052, -1.626], [-8.109, 0.677, -0.309]], "e_homo_ev": -2.8, "total_charge": -1, "homo_lumo_gap_ev": 4.1}

=====

{"formula": "C4H7NO4", "method": "ωB97M-V with the def2-TZVPD basis set", "elements": ["O", "O", "O", "O", "N", "C", "C", "C", "C", "H", "H", "H", "H", "H", "H", "H"], "coordinates": [[-2.084, -1.199, 0.351], [0.515, 1.873, -2.740], [-0.161, -0.412, -1.626], [-1.608, 1.639, -1.633], [0.229, -0.384, -0.339], [1.382, -1.321, -0.051], [-0.921, -0.548, 0.630], [-0.455, 1.012, -1.988], [-0.717, 0.163, 2.126], [0.590, 2.702, -2.178], [1.547, -1.363, 1.124], [-1.212, -0.490, 2.988], [-1.198, 1.228, 2.063], [2.359, -0.785, -0.476], [0.455, 0.276, 2.272], [1.281, -2.390, -0.523]], "smiles": "CC(=O)N(C)OC(=O)O", "e_homo_ev": -9.9, "homo_lumo_gap_ev": 9.7}

=====

{"formula": "C39H93N3O15", "method": "ωB97M-V with the def2-TZVPD basis set", "elements": ["O", "O", "O", "O", "O", "O", "O", "O", "O", "O", "O", "O", "O", "O", "O", "N", "N", "N", "C", "C", "C", "C", "C", "C", "C", "C", "C", "C", "C", "C", "C", "C", "C", "C", "C", "C", "C", "C", "C", "C", "C", "C", "C", "C", "C", "C", "C", "C", "C", "C", "C", "C", "C", "C", "C", "C", "C", "H", "H", "H", "H", "H", "H", "H", "H", "H", "H", "H", "H", "H", "H", "H", "H", "H", "H", "H", "H", "H", "H", "H", "H", "H", "H", "H", "H", "H", "H", "H", "H", "H", "H", "H", "H", "H", "H", "H", "H", "H", "H", "H", "H", "H", "H", "H", "H", "H", "H", "H", "H", "H", "H", "H", "H", "H", "H", "H", "H", "H", "H", "H", "H", "H", "H", "H", "H", "H", "H", "H", "H", "H", "H", "H", "H", "H", "H", "H", "H", "H", "H", "H", "H", "H", "H", "H", "H", "H", "H", "H", "H", "H"], "coordinates": [[3.960, 1.467, 3.291], [-3.950, -0.380, 1.512], [1.391, 1.724, 2.374], [0.487, -1.495, 2.265], [-3.568, 0.216, -1.294], [-5.266, -0.616, 4.051], [-1.242, -0.395, -4.606], [1.818, 5.369, -1.677], [-1.164, -6.124, 2.352], [-2.340, -1.843, -2.406], [5.141, 0.156, 0.705], [-1.455, -4.316, -1.112], [0.814, 3.288, 4.831], [1.794, -3.756, 2.564], [-1.167, 0.432, 1.139], [-0.328, -1.397, -4.643], [-4.420, -0.613, 5.174], [2.749, 4.644, -2.400], [4.571, 4.655, -4.084], [3.244, 3.461, -1.649], [-1.842, -4.163, -2.410], [3.554, 5.503, -3.253], [-0.147, -1.796, 1.031], [-2.858, -1.798, 6.663], [-2.201, -1.641, 4.227], [1.074, -1.121, -4.158], [4.365, 6.555, -2.446], [-3.971, 0.750, 5.620], [3.971, 3.635, -0.338], [0.392, -3.547, -5.730], [1.776, 0.002, -4.990], [-4.124, -3.000, 4.795], [2.005, -2.384, -4.146], [-4.579, -1.026, 0.488], [-1.976, -2.697, -5.901], [1.883, -3.244, -5.406], [-5.286, 1.578, 5.771], [0.247, 3.566, 3.570], [0.949, -4.925, 2.313], [-0.133, -1.602, -7.210], [1.131, 3.102, 2.397], [-2.951, -3.073, -2.449], [4.359, 0.111, 3.060], [-0.496, -2.305, -5.847], [4.042, 2.605, -2.650], [4.164, -0.354, 1.549], [-4.847, -0.178, -0.832], [-0.336, -0.416, 0.298], [-3.446, -1.701, 5.157], [-3.348, 0.644, 7.069], [5.139, 3.466, -3.346], [-0.519, -4.980, 2.856], [2.099, 2.531, -1.248], [-2.889, 1.472, 4.794], [-2.327, -0.485, 7.248], [2.583, 6.190, -4.261], [0.863, -0.680, -2.632], [-2.051, -0.500, 8.303], [0.604, 0.022, -0.036], [-2.270, -3.083, -6.876], [1.168, 0.907, -4.960], [-5.337, -0.706, -1.651], [-4.890, -3.254, 5.528], [5.370, -0.061, 3.429], [-3.067, 2.545, 4.720], [3.703, 7.239, -1.916], [3.136, -0.164, 1.241], [-0.705, 3.035, 3.568], [-3.119, -0.468, -1.796], [2.487, -4.149, -5.338], [-5.934, 1.136, 6.528], [0.942, -1.587, -7.388], [2.011, 5.396, -4.740], [5.077, 6.134, -1.735], [0.265, -1.373, -2.040], [-1.949, -1.673, -3.266], [2.217, 1.593, 2.846], [1.352, -2.943, 2.309], [-2.112, -2.582, 6.796], [-3.721, -1.994, 7.299], [-5.520, 0.631, -0.547], [1.515, -5.831, 2.529], [-0.523, -4.847, 3.938], [-2.475, -1.484, 3.184], [-0.989, -3.826, -3.000], [-1.126, -2.268, 1.107], [1.902, -0.630, -2.308], [2.141, 3.492, 2.522], [4.406, 1.763, -2.061], [3.971, 4.239, -4.893], [-0.850, 1.335, 1.070], [-1.430, -2.401, 4.349], [3.268, 4.220, 0.256], [-1.348, -0.426, 6.773], [2.988, 6.762, -5.096], [-1.045, -4.120, 2.441], [0.906, -4.979, 1.226], [4.268, -1.439, 1.540], [0.729, 3.260, 1.396], [1.403, 3.036, -0.578], [0.276, -0.558, 2.259], [5.232, 5.422, -4.489], [-3.699, -3.113, -1.657], [-1.136, 0.194, -5.357], [4.885, 4.209, -0.493], [1.866, -0.266, -6.043], [-3.108, -0.080, 1.163], [4.964, 0.019, -0.229], [4.950, 7.175, -3.125], [3.683, -0.532, 3.624], [-3.917, -1.878, 0.338], [-2.120, -5.134, -2.819], [-3.469, -3.856, 4.961], [1.948, 6.942, -3.792], [4.077, 2.742, 0.279], [-3.586, -3.130, -3.333], [-2.801, 1.544, 7.353], [-0.001, -4.286, -5.031], [-1.847, 1.386, 5.103], [-5.990, 1.485, 4.945], [-2.165, -3.518, -5.210], [-4.571, -2.974, 3.802], [5.767, 2.841, -3.981], [2.052, -2.967, -3.226], [3.012, -1.969, -4.186], [-4.153, 0.532, 7.795], [-2.635, -1.853, -5.697], [-1.541, -0.794, 4.410], [-0.384, -0.542, -7.236], [1.005, 4.992, -2.020], [-2.960, 1.241, 3.731], [-2.207, -4.558, -0.567], [0.288, -3.841, -6.774], [2.469, 1.633, -0.755], [4.327, 1.797, 4.115], [-2.113, -6.144, 2.498], [0.115, 4.648, 3.559], [-0.879, -0.712, -0.600], [-5.124, 2.645, 5.924], [3.348, 2.177, -3.373], [5.817, 3.830, -2.574], [1.431, 2.232, -2.055], [-0.606, -2.013, -8.102], [2.264, -2.702, -6.271], [2.717, 0.245, -4.498], [0.456, 0.330, -2.592], [0.568, -2.448, 0.530], [0.992, 2.346, 4.784], [-4.693, -0.551, 3.283], [-5.565, -1.216, 0.914]], "s2": 0.755, "e_homo_ev": [-9.3, -9.3], "multiplicity": 2, "total_charge": 1, "homo_lumo_gap_ev": [6.3, 1.7]}

=====

{"formula": "C31H35AuClNOP", "method": "ωB97M-V with the def2-TZVPD basis set", "elements": ["Au", "Cl", "P", "O", "N", "C", "C", "C", "C", "C", "C", "C", "C", "C", "C", "C", "C", "C", "C", "C", "C", "C", "C", "C", "C", "C", "C", "C", "C", "C", "C", "C", "C", "C", "C", "C", "H", "H", "H", "H", "H", "H", "H", "H", "H", "H", "H", "H", "H", "H", "H", "H", "H", "H", "H", "H", "H", "H", "H", "H", "H", "H", "H", "H", "H", "H", "H", "H", "H", "H", "H"], "coordinates": [[0.204, -0.167, 0.305], [3.515, 0.510, 0.768], [0.570, 2.090, 0.654], [-3.070, 0.351, 0.244], [0.090, -2.141, -0.642], [4.578, 2.730, -0.229], [-3.515, -1.898, -0.731], [-1.234, -1.900, 3.377], [1.040, 3.288, 3.118], [2.176, 2.834, 0.171], [-2.087, 5.151, 0.045], [0.213, -1.450, 3.588], [0.496, -1.322, 5.105], [4.572, 4.041, -0.669], [1.164, -2.532, 3.079], [-0.589, 3.278, -0.086], [-0.030, -4.892, -0.984], [1.175, -2.916, -0.471], [-1.530, 4.206, -2.097], [-1.052, -2.712, -1.085], [3.388, 4.758, -0.684], [0.914, 3.403, 4.506], [0.430, 2.273, 2.429], [-3.599, -0.949, 0.471], [2.210, 4.160, -0.273], [-2.208, 5.151, -1.336], [-0.546, 1.481, 4.566], [-0.723, 3.269, -1.474], [-1.282, 4.212, 0.675], [3.398, 2.138, 0.192], [-0.297, 1.146, 3.121], [0.057, 2.513, 5.197], [-1.125, -4.092, -1.255], [1.159, -4.284, -0.618], [-2.213, -1.868, -1.569], [0.518, -0.138, 2.887], [-4.340, -1.658, -1.406], [1.616, 4.024, 2.569], [-1.392, -2.194, 2.337], [-1.265, 0.873, 5.095], [-2.051, -4.519, -1.614], [-0.178, 2.536, -2.061], [1.085, -2.649, 2.008], [0.919, -3.493, 3.536], [-1.285, 0.998, 2.654], [-2.607, 5.893, 0.637], [-3.038, -1.352, 1.312], [3.378, 5.784, -1.024], [2.201, -2.289, 3.326], [-2.474, -2.275, -2.547], [-1.181, 4.208, 1.753], [2.060, -4.855, -0.441], [1.421, 4.197, 5.036], [-0.153, 2.695, 6.243], [-4.645, -0.858, 0.776], [-1.462, -2.761, 4.008], [1.295, 4.735, -0.301], [-3.572, 0.786, -0.455], [-2.830, 5.889, -1.823], [2.091, -2.390, -0.238], [-0.096, -5.966, -1.095], [-0.316, -0.831, 5.633], [1.417, -0.767, 5.289], [-3.674, -2.914, -0.365], [5.494, 4.498, -1.003], [-1.868, -0.843, -1.709], [0.608, -2.321, 5.529], [-1.625, 4.215, -3.175], [1.585, 0.076, 2.902], [-1.934, -1.101, 3.629], [5.498, 2.162, -0.212]], "s2": 2.048, "e_homo_ev": [-9.6, -11.6], "multiplicity": 3, "total_charge": 1, "homo_lumo_gap_ev": [7.3, 8.2]}

=====

Summary of energy above the lowest of the compared OMol25 structures with the same formula, charge and spin in kJ/mol
280.39; 377.95; 25.25; 697.96; 0.00; 0.00
(order as listed above)